No. 1
Entry from OMol25: C2H3BrClP in the gas phase in a non-equilibrium geometry (ωB97M-V with the def2-TZVPD basis set).

The geometry in XYZ format:
```
8
Properties=species:S:1:pos:R:3
H -1.1188 -1.8173 -1.6912
P -0.6210 -1.8571 -0.4384
C -0.1543 -0.2378 -0.4305
Br 0.2715 0.8354 -1.9215
C 0.1490 0.6144 0.8598
Cl 1.7637 0.3260 1.3536
H -0.4172 0.5198 1.7666
H 0.1270 1.6166 0.5016
```

Computed properties:
E ... -3453.4987 Eh
Relative energy (zero: lowest compared OMol25 entry of this formula, charge and spin) ... 0.644 eV
LUMO level ... -0.022 Ha

---

No. 2
Entry from OMol25: a 2-piece molecular cluster, C2H3BrF2 overall in a non-equilibrium geometry (ωB97M-V with the def2-TZVPD basis set).

The geometry in XYZ format:
```
8
Properties=species:S:1:pos:R:3
C 0.7597 -0.2751 0.0831
C -0.5600 0.0970 -0.3675
F -0.7680 0.6807 -1.5352
F -0.5854 1.5088 0.9917
Br -1.9944 -0.8959 0.1246
H 1.1117 -1.1077 -0.4335
H 1.2553 0.6617 0.0882
H 0.7812 -0.6694 1.0486
```

Computed properties:
E ... -2851.6675 Eh
Relative energy (zero: lowest compared OMol25 entry of this formula, charge and spin) ... 2.343 eV
LUMO level ... -0.007 Ha

---

No. 3
Entry from OMol25: a 2-piece molecular cluster, C2H3BrFI overall in a non-equilibrium geometry (ωB97M-V with the def2-TZVPD basis set).

The geometry in XYZ format:
```
8
Properties=species:S:1:pos:R:3
C 0.0946 0.5735 0.8010
C -0.0770 -0.7071 -0.8627
F 0.9984 -1.5105 -0.9758
Br -0.0912 0.7327 -2.1554
I 0.2953 -0.1226 2.7925
H 0.8829 1.2114 0.4414
H -0.9896 0.9847 0.8100
H -1.1135 -1.1621 -0.8512
```

Computed properties:
E ... -3049.3518 Eh
Relative energy (zero: lowest compared OMol25 entry of this formula, charge and spin) ... 1.070 eV
LUMO level (alpha / beta) ... 0.019 / -0.109 Ha
Spin multiplicity ... 3

---

No. 4
Entry from OMol25: C2H3BrN2 as an isolated structure in a non-equilibrium geometry (ωB97M-V with the def2-TZVPD basis set).

The geometry in XYZ format:
```
8
Properties=species:S:1:pos:R:3
C -0.9596 -0.2928 -0.0028
C -0.0338 0.4548 0.7608
N 0.0118 -0.4505 -0.9719
N 1.0117 0.1225 -0.1132
Br 0.0796 1.7253 2.0821
H -1.7052 -1.0888 0.0990
H 0.1604 -1.3507 -1.3927
H 1.4351 0.8801 -0.4612
```

Computed properties:
E ... -2761.4096 Eh
Relative energy (zero: lowest compared OMol25 entry of this formula, charge and spin) ... 1.258 eV
LUMO level ... 0.036 Ha

---

Question: Which value of E does entry 3 give?
Answer: -3049.3518 Eh